[1]
101
Properties=species:S:1:pos:R:3:forces:R:3 method="wB97M-V/def2-TZVPD" total_energy_ev=-50134.996 charge=+3 homo_lumo_gap_ev="9.4 / 6.1" spin_multiplicity=5 e_lumo_ev="-6.30 / -10.09"
Ir -0.3507 0.0899 0.0738 -0.064 0.441 -0.251
C 2.2828 -1.7750 4.8530 0.154 0.096 -0.015
N 2.4012 -1.6119 3.3983 0.200 -0.131 -0.065
C 3.7035 -2.0265 2.8464 -0.087 -0.038 0.126
C 1.4928 -0.9137 2.6776 -0.043 -0.012 -0.134
N 1.2026 -1.1612 1.4261 -0.092 -0.009 0.123
C 1.7814 -2.3136 0.7362 -0.059 0.012 0.286
C 1.0955 -2.5016 -0.5916 0.039 -0.036 -0.038
N 0.9717 -1.2180 -1.3079 -0.042 -0.121 -0.012
C 2.2597 -0.5199 -1.5564 0.048 -0.056 0.013
C 2.4773 0.6130 -0.5786 -0.021 0.261 0.034
N 1.2685 1.4597 -0.5162 -0.190 -0.235 0.186
C 1.3921 2.7795 -0.7144 0.084 -0.104 -0.052
N 0.4117 3.6524 -0.4322 -0.219 -0.008 0.131
C 0.3371 4.9789 -1.0579 -0.040 -0.010 0.065
C -0.7530 3.3509 0.3848 0.170 0.118 -0.080
N 2.5475 3.3087 -1.2211 0.085 -0.033 -0.066
C 3.2830 4.3528 -0.5058 -0.063 0.103 -0.174
C 3.0508 2.9288 -2.5377 0.112 -0.061 0.148
C 0.2253 -1.4017 -2.5642 0.076 -0.069 -0.122
C -0.3903 -0.0854 -2.9608 -0.276 -0.027 -0.124
N -1.3166 0.2835 -1.8914 0.279 -0.355 0.490
C -2.5190 0.7728 -2.2126 -0.358 0.118 -0.123
N -3.6223 0.4865 -1.4792 0.194 -0.018 0.363
C -3.7294 -0.7765 -0.7431 0.079 0.087 -0.332
C -4.5810 1.5385 -1.1174 -0.024 -0.073 -0.129
N -2.6821 1.5508 -3.2945 0.114 0.141 -0.192
C -3.8984 1.5378 -4.1176 0.066 0.102 0.004
C -1.6109 2.4160 -3.7888 -0.077 -0.001 -0.020
N 0.8802 0.2418 3.2436 -0.105 0.140 -0.051
C 0.0302 0.1362 4.4308 0.032 0.013 -0.137
C 1.8243 1.3679 3.2784 0.051 -0.144 0.155
H 2.7879 -2.7004 5.1208 0.017 -0.017 -0.025
H 1.2475 -1.8740 5.1586 0.042 -0.059 -0.042
H 2.7576 -0.9609 5.4062 -0.018 0.021 -0.036
H 4.4456 -1.8960 3.6313 -0.008 0.035 0.038
H 3.9966 -1.3819 2.0221 -0.007 0.045 0.009
H 3.7306 -3.0687 2.5314 -0.026 -0.026 0.007
H 1.6584 -3.2263 1.3275 0.060 0.032 0.036
H 2.8493 -2.1822 0.5727 -0.006 -0.022 -0.035
H 0.0865 -2.8892 -0.4417 -0.041 0.013 -0.062
H 1.6460 -3.2315 -1.1912 0.014 -0.006 -0.067
H 2.2326 -0.1199 -2.5669 0.040 -0.030 -0.058
H 3.0991 -1.2163 -1.5118 -0.045 -0.113 -0.036
H 3.3665 1.1618 -0.8676 0.029 0.151 -0.042
H 2.6566 0.2122 0.4142 0.082 0.054 0.048
H 1.2191 5.1967 -1.6433 0.045 -0.051 -0.040
H 0.2240 5.7433 -0.2900 0.035 0.001 0.020
H -0.5356 5.0209 -1.7125 -0.038 -0.026 0.036
H -0.5899 2.4461 0.9517 0.134 0.070 0.049
H -1.6473 3.2335 -0.2351 0.006 -0.051 -0.014
H -0.9244 4.1714 1.0814 -0.011 0.075 -0.024
H 2.7252 4.6859 0.3668 -0.019 -0.027 -0.012
H 3.4715 5.2142 -1.1509 -0.053 -0.003 0.012
H 4.2498 3.9695 -0.1730 -0.012 -0.047 -0.019
H 2.4729 2.0987 -2.9418 -0.002 0.014 0.034
H 4.1042 2.6415 -2.4934 -0.030 -0.039 0.017
H 2.9656 3.7677 -3.2326 -0.014 0.038 0.025
H -0.5731 -2.1221 -2.3915 -0.004 -0.051 0.017
H 0.8706 -1.7956 -3.3540 0.083 -0.011 0.045
H -0.9092 -0.2231 -3.9088 -0.077 0.100 -0.042
H 0.3788 0.6780 -3.1000 0.002 0.010 -0.041
H -3.7978 -1.6185 -1.4337 -0.058 0.038 -0.048
H -4.6356 -0.7482 -0.1435 -0.008 0.028 -0.067
H -2.8903 -0.9553 -0.0795 0.056 0.087 -0.004
H -4.6007 2.3298 -1.8597 0.046 -0.011 0.012
H -4.3226 1.9808 -0.1506 -0.001 -0.070 0.019
H -5.5815 1.1166 -1.0507 -0.011 -0.004 -0.039
H -4.6148 0.8199 -3.7356 0.008 -0.046 0.044
H -3.6314 1.2559 -5.1367 0.045 0.002 0.006
H -4.3546 2.5275 -4.1526 -0.013 0.005 0.052
H -0.8821 2.5972 -2.9994 -0.019 -0.038 0.007
H -2.0469 3.3706 -4.0839 -0.031 -0.015 0.024
H -1.1071 1.9980 -4.6627 -0.025 -0.016 0.027
H -0.6161 -0.7407 4.3542 0.039 0.009 -0.002
H -0.6071 1.0238 4.4745 -0.012 -0.020 -0.029
H 0.5770 0.0886 5.3738 -0.021 0.046 0.004
H 2.7430 1.1467 3.8354 -0.037 0.010 0.008
H 1.3398 2.2138 3.7670 -0.016 -0.019 -0.048
H 2.0952 1.6650 2.2610 -0.007 -0.049 0.039
C -4.3353 -1.9596 2.3328 0.050 -0.069 0.043
N -2.9631 -1.4654 2.1923 0.118 -0.234 0.221
C -1.9804 -2.4984 1.8754 -0.182 0.003 0.057
C -2.6317 -0.1767 2.3584 0.050 -0.042 -0.027
N -1.5449 0.3522 1.7690 -0.253 0.080 -0.492
N -3.4248 0.6088 3.1092 -0.104 0.214 0.093
C -4.0522 0.1411 4.3541 -0.023 0.043 -0.016
C -3.4100 2.0614 2.9415 -0.003 -0.108 0.093
H -4.5567 -2.6001 1.4786 0.026 -0.010 -0.015
H -5.0445 -1.1382 2.3443 0.029 0.031 0.000
H -4.4614 -2.5572 3.2369 0.016 0.030 -0.018
H -1.8968 -3.2018 2.7076 -0.046 0.008 -0.009
H -1.0065 -2.0601 1.6965 0.070 0.045 0.036
H -2.3035 -3.0617 0.9963 0.014 0.046 -0.012
H -1.2715 1.2091 2.2265 0.014 -0.119 0.312
H -3.7659 -0.8830 4.5721 0.033 0.028 -0.023
H -5.1386 0.2078 4.3010 0.004 -0.004 -0.022
H -3.7108 0.7723 5.1759 0.021 0.007 -0.029
H -3.2344 2.3226 1.8998 0.026 -0.021 -0.008
H -2.6588 2.5438 3.5765 0.008 -0.023 -0.011
H -4.3845 2.4521 3.2291 -0.004 -0.015 0.017


[2]
95
Properties=species:S:1:pos:R:3:forces:R:3 method="wB97M-V/def2-TZVPD" total_energy_ev=-41158.359 charge=0 homo_lumo_gap_ev=8.6 spin_multiplicity=1 e_lumo_ev=0.47 relative_energy_kj_mol=2033.2
C -2.6361 -6.0793 1.6021 -0.064 0.109 -0.745
C -2.3212 -4.5901 1.3628 1.223 -0.716 0.385
N -0.8932 -4.4094 0.9038 -0.569 -0.573 0.693
C -0.6891 -3.0791 0.3643 0.423 1.213 -0.305
C -0.9449 -1.8397 1.3021 2.765 -1.494 3.077
C -0.0196 -4.6322 2.0681 1.121 -0.449 -0.791
C 1.5004 -4.6406 1.6883 -0.866 0.907 0.157
H -2.5240 -6.5670 0.6338 -0.115 -0.133 -0.103
H -3.6647 -6.2374 1.9266 -0.049 0.160 0.055
H -1.9938 -6.6557 2.2680 0.107 0.508 0.218
H -3.0208 -4.1707 0.6399 0.557 -1.091 0.584
H -2.4341 -3.9874 2.2640 -0.297 -0.032 0.415
H 0.2897 -2.9263 -0.0902 0.241 -0.689 0.499
H -1.3438 -2.9939 -0.5030 1.780 -0.284 0.586
H -0.1448 -1.7987 2.0412 0.563 -0.246 0.517
H -1.0430 -0.9074 0.7460 2.105 -1.374 2.827
H -1.8714 -1.8878 1.8744 0.305 -0.379 0.370
H -0.2061 -5.5950 2.5440 -0.354 0.001 -0.207
H -0.2578 -3.8631 2.8029 0.376 0.134 0.369
H 1.7832 -5.3428 0.9040 -0.356 -0.372 0.237
H 2.0967 -4.7921 2.5880 0.038 -0.156 -0.069
H 1.7817 -3.6712 1.2769 0.056 0.112 0.188
C 2.3349 2.9599 -1.7147 0.142 0.333 0.359
C 1.4391 3.6010 -0.6478 1.422 2.455 -2.046
N 0.2464 2.8152 -0.3309 -6.077 10.880 -1.790
C -0.8079 2.9831 -1.3701 -1.395 0.606 0.603
C -2.0427 2.1363 -1.0363 1.543 3.271 0.156
C -0.1960 3.2161 0.9959 -2.480 0.669 0.374
C -0.8278 4.6528 1.0593 0.161 -0.945 0.657
H 3.2365 3.5529 -1.8681 -0.328 0.548 -0.283
H 1.7765 2.7987 -2.6368 0.423 0.477 0.038
H 2.7695 2.0128 -1.3950 -0.239 0.214 0.045
H 2.0940 3.7447 0.2116 -1.232 1.020 -1.219
H 1.2087 4.6107 -0.9877 -0.454 0.075 -0.111
H -1.1597 4.0096 -1.4731 0.425 0.512 0.289
H -0.4755 2.7169 -2.3735 -0.143 0.423 2.812
H -2.7808 2.0872 -1.8368 -0.086 0.624 -0.128
H -1.8068 1.0817 -0.8940 2.548 5.318 0.474
H -2.5010 2.5083 -0.1199 -0.406 -0.053 0.057
H 0.5637 3.0306 1.7553 -1.441 0.591 -1.321
H -0.9455 2.4821 1.2918 -0.600 0.704 -0.006
H -1.1722 4.7944 2.0837 0.355 0.175 0.229
H -1.7595 4.7684 0.5056 0.228 -0.225 -0.433
H -0.1411 5.4550 0.7891 0.006 -0.076 0.037
C 0.4179 0.4335 0.6693 -0.716 -1.358 -2.285
O 1.3332 1.2114 -0.0625 3.377 -6.186 9.603
H -0.0287 -0.3359 0.0395 1.189 0.989 -0.234
H 0.8599 -0.1206 1.4974 -0.856 -0.291 -1.419
H -0.4224 1.0361 1.0139 0.095 -0.583 -0.055
H 0.9007 2.0058 -0.3844 -0.937 -0.354 -0.044
C 2.1875 -1.4806 -0.6163 1.189 1.200 0.338
O 2.7374 -0.1631 -0.7913 4.429 -6.018 -2.251
H 1.1651 -1.5216 -0.9920 0.349 -1.055 0.319
H 2.7579 -2.2166 -1.1829 0.214 -0.044 0.297
H 2.1048 -1.6988 0.4484 0.314 -0.487 0.078
H 2.1758 0.4943 -0.3740 0.095 0.222 0.540
C -2.7819 -0.9035 -2.2320 -0.946 -1.208 1.289
C -3.8805 -1.8076 -1.5924 0.198 -0.473 0.246
C -3.1632 -2.4114 -0.3925 -1.671 1.998 -1.705
O -2.2805 -1.3512 0.0466 -7.089 -0.098 -4.668
C -2.0876 -0.3436 -0.9327 -4.095 -5.054 -1.294
H -3.1711 -0.1238 -2.8868 0.031 -0.212 -0.023
H -2.0408 -1.5156 -2.7459 -0.405 -0.091 -0.165
H -4.2529 -2.6911 -2.1108 0.019 0.377 -0.928
H -4.7627 -1.2728 -1.2402 0.101 0.399 -0.160
H -2.6059 -3.3015 -0.6845 -0.685 0.468 -0.496
H -3.8800 -2.7841 0.3392 0.102 0.938 0.453
H -1.0677 -0.0854 -1.2177 -0.321 -1.668 1.690
H -2.6148 0.5854 -0.7154 -2.580 -3.945 1.446
C -0.5946 0.5520 -2.8521 -1.330 0.920 -2.439
C 0.6951 0.4164 -2.1630 -0.663 0.185 -0.489
C 1.6854 0.6103 -3.2719 0.169 0.188 0.288
O 0.9785 1.3042 -4.3050 0.512 -0.072 -1.403
C -0.3240 1.6785 -3.8597 1.623 -1.416 -0.927
H -1.4669 0.7738 -2.2372 1.436 0.434 -2.422
H -0.7856 -0.3790 -3.3859 -0.162 0.410 -0.550
H 0.8759 -0.4848 -1.5771 -1.025 0.949 -1.816
H 0.7521 1.1286 -1.3398 -0.370 -0.941 -3.453
H 2.0752 -0.3517 -3.6048 0.046 0.095 -0.437
H 2.4791 1.2600 -2.9029 0.218 -1.078 -0.832
H -1.0082 1.7821 -4.7019 0.022 -0.245 -0.078
H -0.1499 2.6625 -3.4243 -0.232 -0.314 -1.836
C 2.2740 2.7451 2.0001 1.447 -1.019 0.240
C 3.5925 2.9056 2.6925 0.834 -0.224 0.758
C 3.5970 1.7903 3.7821 -0.230 0.515 -1.224
O 2.2719 1.2572 3.7432 -0.180 -0.204 0.795
C 1.7743 1.3128 2.3892 2.339 2.463 2.863
H 2.3889 2.9059 0.9281 0.474 -1.499 2.104
H 1.6246 3.5408 2.3651 0.676 -0.174 0.553
H 3.6370 3.8986 3.1397 0.262 -0.032 0.061
H 4.4311 2.8001 2.0041 0.072 -0.033 0.061
H 3.8832 2.2119 4.7456 -0.526 -0.358 0.223
H 4.3208 1.0218 3.5106 0.067 -0.193 0.039
H 0.6912 1.1918 2.3711 0.901 0.678 1.412
H 2.2053 0.4764 1.8391 0.856 0.745 0.183